ORCA calculation (ωB97M-V/def2-TZVPD) on a single C10H16Si molecule.

HOMO energy: -8.391 eV
SMILES string: C[SiH](C)C#CC1=CCCCC1
calculated total energy: -680.0354 hartree
lowest unoccupied orbital energy: 0.7 eV
HOMO-LUMO gap: 9.1 eV

```
! wB97M-V def2-TZVPD RIJCOSX def2/J DEFGRID3
* xyz 0 1
C -0.15 0.30 0.37
C -1.40 0.30 0.39
C 1.67 0.00 -1.01
C 1.19 0.16 0.21
C 3.14 -0.18 -1.28
C 2.04 0.10 1.45
C 3.95 -0.65 -0.06
C 3.47 0.24 1.09
C -3.69 -0.42 -1.38
C -4.33 -0.76 1.51
Si -3.26 0.21 0.32
H 1.03 0.15 -1.82
H 3.28 -0.95 -2.09
H 3.49 0.82 -1.62
H 1.64 1.01 2.09
H 1.67 -0.83 1.97
H 3.75 -1.67 0.20
H 5.03 -0.61 -0.26
H 3.79 1.23 0.86
H 4.04 -0.17 1.99
H -4.05 -1.40 -1.19
H -4.48 0.25 -1.90
H -2.82 -0.25 -2.09
H -4.08 -0.27 2.46
H -5.33 -0.90 1.27
H -3.83 -1.71 1.60
H -3.63 1.64 0.54
*
```